Record 1
Density functional theory data (wB97M-V/def2-TZVPD) for BrPd as an isolated structure.

```
2
Properties=species:S:1:pos:R:3:forces:R:3
Pd -1.887 0.727 -0.199 0.25 -0.10 0.03
Br 1.887 -0.727 0.199 -0.25 0.10 -0.03
```
Forces are in eV/Å.

The highest occupied orbital energy (spin up / spin down) is -15.139 / -14.709 eV. The HOMO-LUMO gap (spin up / spin down) is 7.68 / 5.89 eV. The spin multiplicity is 3. The calculation puts the LUMO energy (spin up / spin down) at -7.455 / -8.816 eV. The net charge is +1. The calculation puts the molecular weight at 186.32 g mol⁻¹. The calculation puts the energy above the lowest of the compared OMol25 structures with the same formula, charge and spin at 27.13 kcal per mole.

Record 2
Density functional theory data (wB97M-V/def2-TZVPD) for a 5-piece molecular cluster, C36H61N6O10S2 overall at a distorted geometry.

```
115
Properties=species:S:1:pos:R:3:forces:R:3
C 1.484 -4.332 2.730 0.24 -0.14 0.70
C 0.046 -4.849 3.270 0.60 -0.32 -0.52
C -1.141 -4.453 2.260 1.31 -1.22 0.15
N -1.769 -3.109 2.609 -0.08 0.12 -2.55
C -1.452 -2.216 1.455 -0.42 -0.21 1.33
N -2.287 -2.385 0.357 2.49 1.01 1.99
N -2.020 -1.643 -0.716 4.11 1.38 2.36
O -2.830 -1.839 -1.793 -0.30 1.13 1.13
C -4.147 -1.307 -1.356 -1.44 1.38 0.26
C -4.981 -0.637 -2.574 1.08 -1.25 0.10
N -6.407 -1.052 -2.443 0.91 0.97 0.76
C -7.165 -0.105 -1.570 -1.54 0.05 -0.16
C -7.943 -0.784 -0.355 -0.04 0.43 1.94
C -6.996 -1.469 0.746 0.05 0.14 -0.24
O -8.930 -1.761 -0.752 0.71 0.31 -0.22
C -0.935 -0.743 -0.708 0.73 1.47 -1.78
C -0.685 0.073 -2.084 0.40 1.01 1.31
C 0.692 -0.318 -2.814 -0.30 -0.52 -0.72
C 1.036 -1.871 -2.647 0.62 0.18 -1.65
C 2.395 -2.223 -3.461 -0.75 -0.24 1.74
N 3.532 -1.597 -2.669 -0.46 -0.95 0.11
C 0.050 -0.407 0.425 -2.51 -3.40 1.94
C 1.248 0.628 0.345 0.95 -1.09 0.83
S 0.726 2.406 0.334 0.07 0.11 -1.02
C 2.280 3.300 -0.253 1.66 -0.75 0.37
C 3.298 3.275 0.995 -0.71 0.04 0.52
C -0.249 -1.274 1.710 -0.92 1.28 -4.86
N 0.528 -1.183 2.945 -4.49 2.04 1.60
C -0.252 -0.691 3.877 -1.05 -0.85 -0.83
S -1.444 -0.173 4.911 3.79 -1.40 -2.75
H 1.924 -3.636 3.533 -0.54 -0.77 -1.53
H 2.242 -5.182 2.608 -1.29 1.07 0.16
H 1.417 -3.818 1.709 0.06 -0.51 1.48
H 0.104 -5.984 3.339 -0.25 1.56 -0.12
H -0.092 -4.441 4.327 -0.23 -0.46 -1.55
H -0.661 -4.403 1.213 -0.79 -0.12 1.51
H -1.931 -5.285 2.188 1.02 1.37 0.37
H -2.790 -3.297 2.608 0.87 0.58 -0.10
H -3.992 -0.477 -0.572 0.09 -1.36 -1.11
H -4.720 -2.135 -0.830 0.79 0.92 -0.97
H -4.839 0.499 -2.543 -0.50 -1.68 0.00
H -4.497 -0.984 -3.561 -0.92 0.33 1.39
H -6.488 -2.012 -2.066 0.13 0.82 -0.45
H -6.497 0.742 -1.167 -1.00 -1.36 -0.40
H -7.966 0.387 -2.237 1.11 -0.57 1.14
H -8.515 0.064 0.183 1.00 -0.99 -0.85
H -6.554 -2.437 0.310 -0.43 1.50 0.68
H -6.199 -0.720 1.074 -0.82 -1.15 -0.49
H -7.559 -1.772 1.699 0.54 0.53 -1.50
H -9.221 -2.268 0.032 0.33 0.56 -0.53
H -0.555 1.168 -1.736 -0.33 -1.63 -0.46
H -1.586 0.072 -2.772 1.19 -0.46 0.94
H 1.567 0.382 -2.547 -1.47 -1.14 -0.17
H 0.518 -0.147 -3.942 0.27 -0.22 1.73
H 1.217 -2.202 -1.573 -0.45 0.43 -1.26
H 0.188 -2.458 -3.136 0.90 0.65 0.94
H 2.525 -3.364 -3.398 -0.30 1.67 -0.61
H 2.353 -1.841 -4.532 0.10 -0.56 1.41
H 3.141 -1.237 -1.777 0.36 -0.26 -0.82
H 4.126 -2.388 -2.369 -0.19 0.86 -0.28
H 1.981 0.404 -0.512 -1.43 0.27 1.06
H 1.865 0.471 1.307 -1.05 0.01 -1.43
H 2.749 2.757 -1.151 -1.06 0.80 1.33
H 2.060 4.362 -0.605 -0.23 -1.60 0.62
H 4.037 2.402 0.967 -0.92 1.36 -0.17
H 3.832 4.272 1.146 -0.52 -1.47 -0.37
H 2.655 3.108 1.928 1.13 0.42 -1.28
O 2.834 3.572 -3.204 0.65 0.27 -0.19
C 3.875 3.348 -3.771 -0.68 0.17 -0.06
O 4.875 4.257 -3.906 -0.57 -0.21 0.31
C 5.915 3.704 -4.723 0.55 0.10 -0.29
C 5.740 2.206 -4.628 0.34 -0.52 -0.12
C 4.241 2.064 -4.465 0.39 -0.25 0.14
H 5.789 4.074 -5.744 -0.03 0.01 0.08
H 6.887 4.027 -4.348 -0.22 0.18 0.04
H 6.141 1.671 -5.490 0.01 0.11 0.06
H 6.244 1.829 -3.733 -0.02 0.04 -0.11
H 3.728 2.021 -5.429 -0.11 -0.02 0.10
H 3.984 1.199 -3.852 -0.27 0.06 -0.15
O 0.413 -7.061 1.168 -0.74 -0.16 -0.09
C -0.476 -7.333 0.404 0.86 -0.10 0.38
O -1.659 -7.887 0.782 0.41 0.33 0.14
C -2.442 -8.180 -0.382 -0.49 -0.27 -0.19
C -1.900 -7.274 -1.464 -0.17 0.19 -0.58
C -0.436 -7.160 -1.091 -0.39 0.23 -0.28
H -2.319 -9.239 -0.627 0.01 0.06 0.05
H -3.495 -7.985 -0.176 0.16 -0.09 0.21
H -2.068 -7.657 -2.471 -0.05 -0.01 0.12
H -2.374 -6.289 -1.394 0.00 -0.10 -0.01
H 0.159 -7.966 -1.526 0.10 0.11 0.07
H -0.025 -6.188 -1.362 0.29 -0.22 0.10
O 4.153 2.619 4.036 -0.70 0.36 -0.07
C 3.128 2.850 4.623 1.05 -0.12 -0.12
O 2.242 3.817 4.257 0.32 -0.27 -0.12
C 1.194 3.895 5.231 -0.46 0.30 0.15
C 1.197 2.552 5.924 -0.37 -0.33 0.38
C 2.659 2.162 5.874 -0.52 -0.23 0.10
H 1.415 4.718 5.916 0.01 -0.04 -0.06
H 0.244 4.096 4.733 0.23 0.11 -0.13
H 0.788 2.589 6.935 -0.02 0.07 -0.11
H 0.605 1.834 5.346 0.06 0.17 0.09
H 3.216 2.557 6.727 0.10 -0.11 -0.08
H 2.786 1.082 5.799 0.35 0.15 0.07
O -0.412 8.715 1.762 0.74 0.20 -0.14
C 0.625 8.491 1.195 -1.01 0.21 0.25
O 1.630 9.398 1.060 -0.33 -0.20 0.18
C 2.666 8.841 0.241 0.45 0.16 -0.21
C 2.484 7.343 0.335 0.39 -0.54 -0.14
C 0.987 7.207 0.500 0.42 -0.35 0.05
H 2.541 9.212 -0.780 -0.01 -0.01 0.06
H 3.641 9.158 0.615 -0.21 0.17 0.04
H 2.880 6.805 -0.529 0.04 0.12 0.03
H 2.988 6.963 1.230 -0.01 0.05 -0.09
H 0.474 7.167 -0.464 -0.11 -0.03 0.11
H 0.729 6.343 1.112 -0.32 0.13 -0.13
```
Forces are in eV/Å.

The highest occupied orbital energy is -11.151 eV. The HOMO-LUMO gap is 6.70 eV. The calculation puts the LUMO energy at -4.449 eV. The net charge is +1. The calculation puts the molecular weight at 802.05 g mol⁻¹.

Record 3
Density functional theory data (wB97M-V/def2-TZVPD) for C22H38CoO3P2S as an isolated structure at a distorted geometry.

```
67
Properties=species:S:1:pos:R:3:forces:R:3
P -0.245 -2.336 -2.507 1.92 1.05 -2.71
P -0.099 1.571 -3.368 1.71 0.33 -5.47
C -0.790 -1.173 -3.898 -0.63 -1.06 -0.09
C 0.121 0.005 -4.228 0.46 -0.89 -0.66
H -1.811 -0.837 -3.671 -0.01 -0.22 -0.34
H -0.792 -1.815 -4.792 -0.47 0.24 0.17
H 1.194 -0.289 -4.051 -1.31 0.61 -0.02
H 0.101 0.213 -5.308 -0.55 0.30 0.19
C -1.392 2.502 -4.214 -0.89 0.01 -0.15
H -1.674 3.417 -3.678 0.12 -0.26 0.01
H -2.286 1.875 -4.331 0.07 0.21 0.11
H -1.048 2.793 -5.218 -0.07 -0.25 0.41
C 1.390 2.408 -4.128 0.59 0.46 -0.25
H 1.142 2.898 -5.080 -0.28 -0.23 0.14
H 2.189 1.692 -4.346 -0.38 -0.14 0.23
H 1.871 3.176 -3.506 -0.41 -0.24 -0.30
C -1.645 -2.969 -1.622 -0.71 -0.49 -0.46
H -1.375 -3.140 -0.567 -0.13 0.17 0.12
H -1.891 -3.939 -2.053 -0.26 -0.13 0.02
H -2.515 -2.298 -1.733 0.24 -0.18 0.24
C 0.530 -3.671 -3.496 -0.62 -0.26 0.10
H 1.105 -3.258 -4.336 -0.11 0.06 0.35
H -0.245 -4.331 -3.896 0.17 -0.12 -0.06
H 1.203 -4.248 -2.856 -0.05 0.01 -0.09
Co -2.635 -2.050 0.706 0.00 -0.53 0.65
C 1.086 2.381 -1.609 0.04 0.78 3.55
C -0.140 1.571 -1.675 -0.95 -0.72 1.22
C -0.350 0.138 -1.116 0.50 -0.19 1.36
C 0.857 -0.759 -0.686 0.35 -0.10 -0.83
C 1.612 -1.304 -1.927 0.48 1.17 3.00
C 2.354 -0.311 -2.546 -0.05 -0.04 -0.39
C 3.038 0.815 -1.801 -0.14 0.46 0.14
C 2.254 1.833 -0.921 1.64 0.18 -0.19
C -1.301 -3.134 1.776 0.94 -0.32 -0.35
H 0.933 3.468 -1.538 -0.03 -0.50 -0.25
H -1.006 2.135 -1.352 -0.30 0.39 0.04
H -1.061 -0.383 -1.799 0.50 0.51 0.81
H -0.877 0.272 -0.173 -0.14 0.01 -0.25
H 1.551 -0.190 -0.064 -0.51 -0.48 0.10
H 0.482 -1.596 -0.086 -0.13 0.41 0.04
H 2.129 -2.223 -1.719 -0.17 -0.97 -0.36
H 2.963 -0.613 -3.381 0.54 -0.36 -0.33
H 3.566 1.475 -2.505 0.09 -0.49 -0.08
H 3.790 0.302 -1.192 0.23 0.55 0.25
H 2.043 1.371 0.056 -0.18 0.67 -0.24
H 2.928 2.691 -0.771 0.02 -0.41 0.31
H -0.404 -2.483 1.904 -0.78 -0.56 -0.21
H -0.908 -4.016 1.265 -0.01 -0.69 0.24
H -1.573 -3.396 2.810 -0.23 -0.18 -0.29
C -0.065 1.963 8.617 0.22 -0.04 0.29
C -0.366 1.399 7.256 -0.14 0.26 -0.12
C -1.260 0.327 7.213 0.12 -0.10 -0.42
C -1.623 -0.224 6.010 0.12 0.12 -0.04
C -1.158 0.332 4.815 -0.44 0.03 -0.08
C -0.233 1.393 4.819 0.13 -0.31 -0.10
C 0.174 1.904 6.063 -0.57 -0.45 0.81
S -1.720 0.246 2.162 1.23 -1.60 0.37
O -1.812 -0.281 3.772 -0.14 0.60 -0.57
O -3.020 -0.399 1.628 1.31 1.26 0.50
O -0.471 -0.530 1.804 -1.75 2.64 -0.01
H -0.971 2.296 9.146 0.17 -0.04 -0.29
H 0.375 1.174 9.239 0.05 0.22 0.01
H 0.629 2.802 8.578 0.03 0.00 0.00
H -1.691 -0.084 8.116 0.12 0.07 0.19
H -2.291 -1.082 5.914 0.11 0.34 0.17
H 0.235 1.808 3.918 -0.51 -0.35 0.24
H 0.898 2.717 6.161 -0.21 -0.21 -0.36
```
Forces are in eV/Å.

The highest occupied orbital energy (spin up / spin down) is -5.745 / -5.810 eV. The HOMO-LUMO gap (spin up / spin down) is 5.57 / 5.31 eV. The spin multiplicity is 4. The calculation puts the LUMO energy (spin up / spin down) at -0.178 / -0.501 eV. The calculation puts the molecular weight at 503.49 g mol⁻¹. The calculation puts the energy above the lowest of the compared OMol25 structures with the same formula, charge and spin at 118.57 kcal per mole.